(1)
Computed, not measured: a 2-piece molecular cluster, C5H16N overall in a non-equilibrium geometry, with ωB97M-V with the def2-TZVPD basis set.

Structure (XYZ):
```
22
C5H16N ωB97M-V with the def2-TZVPD basis set
C 1.3890 1.7205 1.5106
C 2.1380 0.3857 1.6585
C -0.0975 1.5235 1.6801
H 1.8220 2.3680 2.2545
H 1.5987 2.0925 0.5052
H 1.5306 -0.4375 1.2680
H -0.4596 0.9652 0.8199
H -0.2717 1.1487 2.6879
H -0.6713 2.4467 1.5597
H 3.1459 0.3681 1.2424
H 2.3423 0.1702 2.7080
C -1.6696 -1.2988 -1.7188
C -0.6601 -0.8671 -2.7713
N -1.0201 -1.2980 -0.3336
H -2.5227 -0.6336 -1.7435
H -1.9138 -2.3482 -1.8606
H 0.0821 -0.1306 -2.4588
H -1.2219 -0.3840 -3.5650
H -1.6970 -1.3047 0.4283
H -0.4187 -2.1150 -0.2273
H -0.3815 -0.5017 -0.3080
H -0.1925 -1.6744 -3.3235
```

Total charge: +1
Orbital gap: 11.19 eV

Calculated atomic charges, method Löwdin, unit e: number 1, C, carries -0.31; number 2, C, carries -0.12; number 3, C, carries -0.12; number 4, H, carries 0.10; number 5, H, carries 0.10; number 6, H, carries 0.04; number 7, H, carries 0.03; number 8, H, carries 0.09; number 9, H, carries 0.08; number 10, H, carries 0.08; number 11, H, carries 0.08; number 12, C, carries -0.16; number 13, C, carries -0.07; number 14, N, carries 0.19; number 15, H, carries 0.13; number 16, H, carries 0.13; number 17, H, carries 0.09; number 18, H, carries 0.09; number 19, H, carries 0.17; number 20, H, carries 0.17; number 21, H, carries 0.11; number 22, H, carries 0.09

***

(2)
Computed, not measured: C23H16F6N2O4Y as an isolated structure, with ωB97M-V with the def2-TZVPD basis set.

Structure (XYZ):
```
52
C23H16F6N2O4Y ωB97M-V with the def2-TZVPD basis set
Y -0.0133 0.3415 -0.2613
C 4.0562 -1.5556 -1.5513
C 2.7167 -1.1609 -1.4586
N 2.1722 -0.7539 -0.3256
C 2.9267 -0.7238 0.7995
C 4.2707 -1.1097 0.8034
C 4.8283 -1.5267 -0.4202
C 5.0174 -1.0919 2.0289
C 4.4312 -0.7300 3.1874
C 3.0523 -0.3307 3.2181
C 2.3932 0.0364 4.4061
C 1.0740 0.4033 4.3732
C 0.4161 0.4329 3.1377
N 1.0165 0.1087 2.0056
C 2.3104 -0.2972 2.0334
H 4.4545 -1.8746 -2.5029
H 2.0765 -1.1606 -2.3330
H 5.8691 -1.8245 -0.4499
H 6.0576 -1.3888 2.0051
H 4.9843 -0.7309 4.1173
H 2.9398 0.0178 5.3407
H 0.5370 0.6768 5.2694
H -0.6258 0.7233 3.0628
C 0.0854 2.8563 -3.9074
C 0.0733 2.5088 -2.4283
O 0.4227 1.2044 -2.1643
C -1.3524 2.7388 -1.8605
F -1.9140 3.8935 -2.1568
F -1.2878 2.6620 -0.4715
F -2.1727 1.7498 -2.2199
C 1.0779 3.3849 -1.6348
F 2.2623 3.4198 -2.2384
F 0.6639 4.6358 -1.4324
F 1.3079 2.8363 -0.3848
H -0.5504 2.1410 -4.4271
H 1.0954 2.7687 -4.2995
H -0.2826 3.8641 -4.0955
O -4.2813 -0.8092 1.9169
C -4.5800 -1.4347 0.7532
C -5.8276 -2.0223 0.5564
C -6.1124 -2.6768 -0.6259
C -5.1587 -2.7726 -1.6339
C -3.9193 -2.2037 -1.4360
C -3.6113 -1.5184 -0.2563
C -2.2770 -0.9103 -0.1389
O -2.0269 0.0067 0.7058
O -1.3468 -1.2991 -0.9365
H -5.0433 -0.8665 2.5035
H -6.5706 -1.9591 1.3431
H -7.0898 -3.1219 -0.7582
H -5.3869 -3.2866 -2.5563
H -3.1589 -2.2708 -2.2015
```

Total charge: +1
Orbital gap: 7.34 eV

Calculated atomic charges, method Löwdin, unit e: number 1, Y, carries 1.72; number 2, C, carries -0.01; number 3, C, carries -0.08; number 4, N, carries 0.02; number 5, C, carries -0.14; number 6, C, carries -0.13; number 7, C, carries 0.03; number 8, C, carries 0.00; number 9, C, carries 0.00; number 10, C, carries -0.13; number 11, C, carries 0.03; number 12, C, carries -0.01; number 13, C, carries -0.08; number 14, N, carries 0.02; number 15, C, carries -0.14; number 16, H, carries 0.12; number 17, H, carries 0.13; number 18, H, carries 0.13; number 19, H, carries 0.13; number 20, H, carries 0.13; number 21, H, carries 0.13; number 22, H, carries 0.12; number 23, H, carries 0.12; number 24, C, carries 0.04; number 25, C, carries -0.47; number 26, O, carries -0.26; number 27, C, carries -0.55; number 28, F, carries 0.21; number 29, F, carries 0.08; number 30, F, carries 0.18; number 31, C, carries -0.53; number 32, F, carries 0.18; number 33, F, carries 0.19; number 34, F, carries 0.07; number 35, H, carries 0.11; number 36, H, carries 0.10; number 37, H, carries 0.11; number 38, O, carries 0.08; number 39, C, carries -0.25; number 40, C, carries -0.01; number 41, C, carries -0.06; number 42, C, carries -0.07; number 43, C, carries -0.01; number 44, C, carries -0.07; number 45, C, carries -0.55; number 46, O, carries -0.10; number 47, O, carries -0.11; number 48, H, carries 0.12; number 49, H, carries 0.12; number 50, H, carries 0.11; number 51, H, carries 0.11; number 52, H, carries 0.12

***

(3)
Computed, not measured: a 2-piece molecular cluster, C4H13NO overall in a non-equilibrium geometry, with ωB97M-V with the def2-TZVPD basis set.

Structure (XYZ):
```
19
C4H13NO ωB97M-V with the def2-TZVPD basis set
C -0.7947 1.3762 -0.4312
N -0.5783 -0.0408 -0.1695
C 0.6779 -0.7142 0.1605
C 1.4198 -1.1731 -1.1244
C 1.5543 0.2073 0.9893
H 0.1986 1.8279 -0.5626
H -1.4200 1.5668 -1.2981
H -1.2535 1.8825 0.4355
H -0.9990 -0.5868 -0.9127
H 0.5008 -1.6120 0.7554
H 2.1202 -1.9796 -0.9300
H 0.6008 -1.5320 -1.7484
H 1.9478 -0.3178 -1.5531
H 1.9466 1.0252 0.3838
H 1.0202 0.6003 1.8622
H 2.4242 -0.2716 1.4469
O -3.3733 0.0204 0.6066
H -3.5628 -0.5045 1.3825
H -2.4296 0.2258 0.7074
```

SMILES string: CNC(C)C.O
Orbital gap: 9.61 eV

Calculated atomic charges, method Löwdin, unit e: number 1, C, carries -0.12; number 2, N, carries -0.13; number 3, C, carries -0.45; number 4, C, carries -0.05; number 5, C, carries -0.09; number 6, H, carries 0.07; number 7, H, carries 0.09; number 8, H, carries 0.08; number 9, H, carries 0.10; number 10, H, carries 0.13; number 11, H, carries 0.07; number 12, H, carries 0.07; number 13, H, carries 0.08; number 14, H, carries 0.07; number 15, H, carries 0.08; number 16, H, carries 0.08; number 17, O, carries -0.07; number 18, H, carries 0.03; number 19, H, carries -0.02

***

(4)
Computed, not measured: an isolated ion of composition C6H17N2O and charge +1 in a non-equilibrium geometry, with ωB97M-V with the def2-TZVPD basis set.

Structure (XYZ):
```
26
C6H17N2O ωB97M-V with the def2-TZVPD basis set
C -2.5835 0.9093 -0.8818
N -2.2606 -0.1090 0.1674
C -1.1752 -0.9199 -0.3762
C 0.2792 -0.3339 0.6355
C 0.8558 -1.6816 1.1253
O -0.1997 0.4967 1.6005
N 1.1659 0.3696 -0.2561
C 2.2002 -0.3635 -0.9487
C 1.6194 1.7120 0.1359
H -2.6071 0.3052 -1.7507
H -3.6374 1.3930 -0.7285
H -1.7221 1.6207 -1.0601
H -1.9527 0.2369 1.0621
H -3.1758 -0.6117 0.2987
H -1.0041 -0.8237 -1.3811
H -1.2784 -1.8850 -0.1423
H 0.1539 -2.1187 1.8505
H 1.9063 -1.5971 1.6341
H 0.7977 -2.3664 0.3102
H 0.1129 1.4230 1.5323
H 2.6531 0.2179 -1.7554
H 2.9526 -0.7114 -0.1912
H 1.7338 -1.2443 -1.4792
H 2.1581 1.5963 1.0819
H 2.1922 2.0468 -0.7317
H 0.8156 2.4389 0.2486
```

SMILES string: C[NH2+]C[C@](C)(O)N(C)C
Total charge: +1
Orbital gap: 8.95 eV

Calculated atomic charges, method Löwdin, unit e: number 1, C, carries 0.00; number 2, N, carries -0.02; number 3, C, carries -0.01; number 4, C, carries -0.47; number 5, C, carries -0.01; number 6, O, carries 0.02; number 7, N, carries -0.23; number 8, C, carries -0.08; number 9, C, carries -0.05; number 10, H, carries 0.07; number 11, H, carries 0.15; number 12, H, carries 0.13; number 13, H, carries 0.13; number 14, H, carries 0.20; number 15, H, carries 0.09; number 16, H, carries 0.07; number 17, H, carries 0.09; number 18, H, carries 0.14; number 19, H, carries 0.06; number 20, H, carries 0.11; number 21, H, carries 0.09; number 22, H, carries 0.10; number 23, H, carries 0.11; number 24, H, carries 0.11; number 25, H, carries 0.10; number 26, H, carries 0.08

***

Question: Among the records above, which one has the highest orbital gap?
Answer: C5H16N